(1)
# C24H71N13O9

A cluster of 9 separate species, C24H71N13O9 in total in a non-equilibrium geometry (wB97M-V/def2-TZVPD, the Open Molecules 2025 dataset).

Summary:
- structure (SMILES) = COC[C@H](C)N.COC[C@H](C)N.COC[C@H](C)N.COC[C@H](C)N.COC[C@H](C)N.NC(N)=O.NC(N)=O.NC(N)=O.NC(N)=O
- E (hartree) = -2346.03858
- Kohn-Sham gap (eV) = 9.0
- highest occupied orbital energy (eV) = -8.87
- charge = 0

Each line ends with the Löwdin charge.
Cartesian coordinates (Å):
C1 -2.989 -1.821 2.530  -0.10
O1 -2.416 -3.003 2.006  -0.20
C2 -3.302 -3.909 1.378  -0.20
C3 -3.389 -3.671 -0.123  -0.41
C4 -4.203 -2.471 -0.616  -0.05
N1 -4.068 -4.883 -0.671  0.04
H1 -2.244 -1.025 2.524  0.05
H2 -3.410 -1.922 3.534  0.09
H3 -3.789 -1.509 1.852  0.07
H4 -2.875 -4.904 1.543  0.11
H5 -4.262 -4.067 1.883  0.13
H6 -2.393 -3.690 -0.572  0.10
H7 -3.910 -1.463 -0.310  0.06
H8 -5.222 -2.559 -0.228  0.09
H9 -4.203 -2.418 -1.705  0.06
H10 -4.162 -4.648 -1.662  0.01
H11 -3.272 -5.510 -0.801  0.07
C5 6.270 4.033 3.334  -0.10
O2 5.592 4.280 2.109  -0.21
C6 5.820 3.275 1.146  -0.23
C7 5.221 3.623 -0.234  -0.44
C8 4.935 2.481 -1.156  -0.06
N2 5.980 4.643 -0.945  0.04
H12 5.975 3.068 3.758  0.09
H13 5.932 4.792 4.037  0.09
H14 7.351 4.069 3.199  0.09
H15 6.891 3.091 0.980  0.12
H16 5.443 2.305 1.502  0.11
H17 4.288 4.116 0.059  0.11
H18 5.848 1.873 -1.177  0.06
H19 4.599 2.730 -2.156  0.10
H20 4.178 1.867 -0.657  0.07
H21 6.841 4.325 -1.379  0.07
H22 6.283 5.404 -0.347  0.07
C9 -2.891 6.070 1.561  -0.12
O3 -3.296 4.766 1.797  -0.18
C10 -2.438 4.015 2.626  -0.21
C11 -2.946 2.582 2.800  -0.43
C12 -2.127 1.906 3.861  -0.07
N3 -2.938 1.748 1.603  0.07
H23 -2.728 6.579 2.521  0.09
H24 -3.566 6.551 0.854  0.09
H25 -1.921 6.060 1.031  0.09
H26 -1.421 3.978 2.214  0.10
H27 -2.267 4.555 3.565  0.13
H28 -3.980 2.688 3.147  0.14
H29 -1.142 1.615 3.503  0.05
H30 -2.663 0.996 4.144  0.07
H31 -2.122 2.535 4.756  0.08
H32 -3.868 1.429 1.365  0.08
H33 -2.649 2.293 0.792  0.07
C13 1.308 -1.094 2.486  -0.15
O4 1.587 -2.128 1.576  -0.22
C14 0.961 -3.367 2.001  -0.16
C15 0.867 -4.173 0.716  -0.43
C16 0.397 -5.607 0.869  -0.06
N4 2.220 -4.336 0.137  0.05
H34 1.556 -0.080 2.168  0.07
H35 2.011 -1.340 3.305  0.10
H36 0.325 -1.003 2.958  0.08
H37 1.572 -3.834 2.782  0.13
H38 -0.030 -3.257 2.448  0.11
H39 0.190 -3.606 0.068  0.11
H40 -0.576 -5.689 1.372  0.07
H41 1.038 -6.183 1.535  0.08
H42 0.267 -6.056 -0.115  0.08
H43 2.635 -3.413 0.125  0.05
H44 2.083 -4.527 -0.852  0.07
C17 -1.113 -2.698 -2.650  -0.12
O5 -1.699 -3.932 -3.008  -0.18
C18 -2.601 -3.709 -4.078  -0.21
C19 -3.350 -4.919 -4.629  -0.41
C20 -3.810 -4.780 -6.064  -0.08
N5 -4.480 -5.382 -3.764  0.03
H45 -0.619 -2.714 -1.683  0.06
H46 -1.884 -1.919 -2.575  0.09
H47 -0.466 -2.306 -3.443  0.10
H48 -3.346 -2.975 -3.737  0.12
H49 -2.069 -3.153 -4.860  0.13
H50 -2.667 -5.775 -4.596  0.14
H51 -4.514 -3.946 -6.167  0.08
H52 -4.386 -5.621 -6.450  0.08
H53 -2.958 -4.587 -6.719  0.08
H54 -5.327 -4.862 -4.008  0.08
H55 -4.723 -6.218 -4.300  0.07
N6 1.163 0.608 -0.931  0.20
C21 -0.108 0.679 -0.489  -0.64
N7 -0.613 -0.261 0.374  0.19
O6 -0.813 1.680 -0.723  -0.04
H56 1.418 1.555 -1.185  0.10
H57 1.850 -0.097 -0.711  0.05
H58 -1.502 0.028 0.751  0.06
H59 -0.021 -1.007 0.692  0.06
N8 5.855 -0.390 -1.746  0.15
C22 4.873 -0.522 -0.808  -0.69
N9 5.338 -0.573 0.466  0.18
O7 3.678 -0.660 -1.077  0.01
H60 6.762 -0.706 -1.455  0.10
H61 5.623 -0.348 -2.721  0.12
H62 4.590 -0.588 1.140  0.11
H63 6.282 -0.322 0.681  0.10
N10 0.684 2.777 2.017  0.16
C23 1.668 3.431 1.339  -0.65
N11 2.742 3.710 2.141  0.17
O8 1.616 3.679 0.142  0.03
H64 0.699 2.569 2.994  0.08
H65 -0.050 2.393 1.433  0.07
H66 2.826 3.363 3.074  0.09
H67 3.417 4.367 1.790  0.08
N12 -1.608 4.019 -2.211  0.16
C24 -2.670 4.250 -3.015  -0.69
N13 -2.783 5.565 -3.386  0.13
O9 -3.424 3.381 -3.450  0.01
H68 -1.471 3.044 -1.963  0.06
H69 -1.265 4.706 -1.567  0.09
H70 -2.050 6.202 -3.147  0.08
H71 -3.478 5.792 -4.073  0.09

Atomic forces in eV per Å
-0.456 0.068 -0.809
0.252 0.148 0.718
0.529 -0.458 -0.002
-0.784 -0.496 -0.319
-0.065 0.488 0.575
1.023 0.419 -0.680
0.088 -0.122 0.127
0.102 -0.272 0.084
-0.092 0.242 0.219
0.366 0.063 -0.309
-0.286 0.880 -0.157
0.189 0.618 0.480
0.584 -0.227 0.219
-0.133 -0.246 -0.325
-0.187 -0.285 -0.018
-0.735 -0.267 0.055
-0.373 -0.591 0.410
-0.570 0.065 -0.254
0.230 0.105 -0.220
0.571 -1.331 -0.801
-0.423 2.021 0.760
0.375 -1.026 1.426
0.560 0.703 -0.111
0.105 -0.193 -0.111
0.199 0.162 -0.057
0.084 0.004 0.065
0.232 0.275 0.235
-0.369 0.059 0.108
-0.178 -0.054 -0.521
-0.212 0.119 -0.481
0.079 0.355 0.047
-0.057 -0.034 -0.336
-0.180 -0.509 0.006
-0.348 -0.012 0.149
1.404 -0.026 -0.321
-0.855 -1.105 -0.077
0.652 0.225 -0.742
-0.534 0.817 0.245
-0.757 -0.345 0.860
0.160 0.347 -0.828
-0.325 0.426 -0.274
-0.366 0.062 0.527
0.051 0.082 0.204
-0.061 0.012 -0.415
-0.497 -0.287 0.399
0.048 -0.085 0.162
0.075 0.151 0.102
0.253 -0.154 0.011
0.487 -0.106 0.035
-0.067 0.038 0.136
0.154 -0.163 -0.029
1.893 0.125 2.263
-1.929 0.250 -0.219
0.483 -0.263 -0.488
0.700 -0.948 0.283
-1.444 0.116 0.960
-0.285 0.895 -0.359
0.167 -0.319 -0.771
-0.340 0.615 0.385
-0.350 -0.640 -0.554
0.310 -0.105 -0.238
-0.108 0.515 -0.321
-0.045 -0.077 -0.057
-0.152 0.293 -0.243
0.471 0.001 -0.458
0.301 -0.219 0.063
0.336 0.216 0.030
0.140 -0.309 0.022
-0.558 1.000 -0.392
-0.158 -0.543 -0.003
-0.589 0.975 -0.159
0.259 -1.007 0.690
-0.031 1.071 -0.429
-0.091 -0.116 -1.220
0.174 -0.465 -0.146
-0.136 -0.092 0.235
0.387 -0.331 0.091
-0.210 -0.039 0.055
0.089 -0.388 -0.333
0.256 0.154 0.034
0.201 0.222 0.059
0.346 -0.365 0.265
-0.120 -0.047 -0.134
0.278 0.682 0.351
-0.020 -0.560 0.829
-0.623 0.463 -0.216
-0.942 0.541 1.320
0.567 0.349 -1.322
0.319 -0.417 -0.184
0.667 -0.307 -0.264
0.039 0.080 0.023
-0.059 -0.379 0.324
-0.338 -0.256 0.132
0.189 -0.169 0.293
-0.816 -0.908 -0.747
-0.572 -0.067 0.008
0.884 0.374 0.150
0.200 0.078 -0.448
-0.105 -0.216 0.020
0.416 -0.027 0.345
-0.056 0.143 0.346
-0.744 -0.353 -1.010
0.311 -0.512 0.351
0.095 0.552 -0.713
0.084 0.181 0.569
0.119 0.070 0.112
-0.004 -0.031 0.181
-0.029 0.096 0.157
0.189 -0.153 0.295
0.107 -1.009 0.168
-0.408 -0.058 -0.749
-0.440 0.045 0.174
0.456 0.445 0.287
0.169 0.211 0.352
0.085 0.063 -0.014
-0.009 0.206 -0.244
0.083 0.111 0.045

(2)
# C24H71NO15

A cluster of 11 separate species, C24H71NO15 in total in a non-equilibrium geometry (wB97M-V/def2-TZVPD, the Open Molecules 2025 dataset).

Summary:
- structure (SMILES) = COC[C@H](C)N.OCCO.OCCO.OCCO.OCCO.CCO.CCO.CCO.CCO.CCO.CCO
- E (hartree) = -2140.18439
- Kohn-Sham gap (eV) = 10.1
- highest occupied orbital energy (eV) = -9.57
- charge = 0

Each line ends with the Löwdin charge.
Cartesian coordinates (Å):
C1 -20.347 6.816 9.471  -0.10
O1 -20.328 5.579 10.153  -0.18
C2 -19.983 4.537 9.206  -0.21
C3 -18.703 3.932 9.553  -0.39
C4 -18.472 2.796 8.579  -0.05
N1 -18.598 3.337 10.925  0.07
H1 -19.435 7.019 8.955  0.07
H2 -20.434 7.543 10.260  0.09
H3 -21.184 6.877 8.783  0.09
H4 -20.813 3.828 9.184  0.13
H5 -19.958 4.861 8.147  0.13
H6 -17.873 4.680 9.480  0.16
H7 -18.642 3.169 7.544  0.09
H8 -19.225 2.076 8.729  0.04
H9 -17.471 2.308 8.646  0.11
H10 -19.041 2.457 11.028  0.04
H11 -18.871 4.007 11.642  0.09
O2 -15.882 -0.627 12.872  -0.07
C5 -16.305 -0.210 14.204  -0.22
C6 -16.609 -1.507 14.940  -0.23
O3 -17.724 -2.088 14.308  -0.08
H12 -15.998 0.164 12.324  0.03
H13 -15.657 0.440 14.822  0.12
H14 -17.251 0.364 14.193  0.09
H15 -16.801 -1.401 15.978  0.10
H16 -15.752 -2.216 14.918  0.13
H17 -17.836 -1.805 13.394  0.07
O4 -17.425 9.337 7.489  -0.08
C7 -16.231 8.698 7.925  -0.24
C8 -15.800 7.551 7.018  -0.22
O5 -14.738 6.807 7.651  -0.07
H18 -17.220 9.730 6.631  0.08
H19 -15.520 9.476 8.133  0.11
H20 -16.405 8.250 8.869  0.11
H21 -15.568 7.855 5.982  0.13
H22 -16.641 6.880 6.906  0.10
H23 -13.964 7.393 7.777  0.05
O6 -19.062 7.202 6.138  -0.10
C9 -20.060 7.845 5.355  -0.23
C10 -19.562 8.764 4.227  -0.27
O7 -18.728 9.838 4.559  -0.05
H24 -18.620 7.890 6.661  0.04
H25 -20.645 7.031 4.922  0.12
H26 -20.779 8.444 5.994  0.13
H27 -20.391 9.092 3.611  0.11
H28 -19.020 8.096 3.507  0.13
H29 -19.296 10.481 4.989  0.09
O8 -19.463 0.131 11.275  -0.09
C11 -19.660 -1.228 10.879  -0.21
C12 -19.932 -1.229 9.385  -0.23
O9 -18.857 -0.785 8.566  -0.08
H30 -19.624 0.089 12.210  0.02
H31 -18.705 -1.705 11.070  0.12
H32 -20.378 -1.761 11.509  0.13
H33 -20.760 -0.555 9.109  0.11
H34 -20.139 -2.213 9.008  0.11
H35 -18.342 -0.199 9.139  0.07
C13 -20.944 -0.659 5.647  -0.08
C14 -21.491 0.681 6.138  -0.32
O10 -20.511 1.589 6.519  -0.09
H36 -20.508 -0.737 4.613  0.09
H37 -21.779 -1.374 5.784  0.08
H38 -20.177 -1.098 6.287  0.05
H39 -22.117 0.534 7.061  0.11
H40 -22.115 1.165 5.386  0.11
H41 -19.872 1.232 7.109  0.03
C15 -19.766 2.377 14.287  -0.06
C16 -19.748 0.974 14.928  -0.31
O11 -19.779 -0.067 14.003  -0.09
H42 -19.840 3.142 15.112  0.10
H43 -20.560 2.531 13.512  0.05
H44 -18.801 2.597 13.777  0.06
H45 -20.651 0.932 15.536  0.11
H46 -18.848 0.971 15.541  0.11
H47 -19.356 -0.867 14.351  0.08
C17 -15.847 4.072 12.706  -0.09
C18 -15.283 2.761 12.180  -0.29
O12 -16.362 1.834 11.942  -0.14
H48 -16.640 4.474 12.029  0.07
H49 -15.053 4.787 12.879  0.07
H50 -16.242 3.743 13.703  0.09
H51 -14.604 2.422 12.946  0.10
H52 -14.739 2.879 11.234  0.11
H53 -17.029 2.391 11.482  0.04
C19 -12.943 8.955 10.418  -0.09
C20 -12.275 7.660 9.928  -0.31
O13 -12.172 7.685 8.524  -0.09
H54 -12.256 9.806 10.186  0.08
H55 -13.131 9.056 11.499  0.08
H56 -13.863 9.165 9.827  0.06
H57 -12.830 6.764 10.148  0.10
H58 -11.270 7.644 10.470  0.13
H59 -11.312 8.024 8.286  0.09
C21 -23.848 2.249 11.111  -0.08
C22 -22.558 2.425 11.962  -0.31
O14 -22.255 3.805 12.243  -0.11
H60 -23.786 2.930 10.210  0.09
H61 -24.807 2.418 11.546  0.05
H62 -23.795 1.215 10.722  0.07
H63 -21.803 1.934 11.376  0.08
H64 -22.632 1.890 12.904  0.10
H65 -21.744 4.255 11.516  0.08
C23 -17.309 4.972 4.310  -0.06
C24 -18.598 4.183 4.422  -0.35
O15 -18.598 2.805 4.124  -0.06
H66 -17.548 5.975 4.714  0.06
H67 -16.993 4.917 3.279  0.07
H68 -16.577 4.551 4.961  0.07
H69 -19.308 4.671 3.812  0.09
H70 -18.993 4.341 5.422  0.09
H71 -19.458 2.498 4.438  0.06

Atomic forces in eV per Å
-0.526 0.204 1.137
0.301 -0.761 -1.320
-1.791 0.879 -0.046
2.217 -1.484 1.115
1.456 0.802 -1.324
0.779 1.885 -0.638
0.785 -0.039 -0.549
-0.285 0.586 0.099
-0.189 0.077 -0.172
0.039 -0.425 0.386
0.140 0.532 0.561
-0.684 -0.387 -0.027
0.443 -0.291 0.507
-0.928 -1.131 0.453
-0.708 0.514 0.034
-0.960 -0.867 0.028
-0.200 -0.380 -0.158
-0.259 0.747 1.757
-0.304 -0.537 0.276
1.145 -0.124 -1.532
-1.425 -0.851 0.456
-0.088 0.185 -0.266
0.631 -0.376 -0.761
0.309 -0.246 -0.521
-0.626 0.507 0.987
-0.257 0.449 -0.400
0.881 0.085 -0.037
-0.261 -0.275 -0.296
-0.226 -0.014 -0.571
0.804 -0.002 0.201
-0.336 0.820 -0.465
-0.237 0.073 -0.088
0.953 0.201 -0.350
-0.579 -0.433 1.066
0.294 0.151 0.358
-0.180 -0.323 0.179
-0.309 -0.438 -0.194
-0.200 0.652 -0.234
-0.742 0.818 0.644
0.477 -2.266 -1.334
0.113 0.068 0.574
0.120 0.042 0.030
-0.015 0.176 -0.206
0.695 -0.576 -0.274
-0.613 0.243 0.181
0.111 0.648 0.694
0.086 0.324 0.126
-0.501 -0.216 -0.923
0.967 0.553 -0.614
-0.713 0.203 -0.551
0.817 0.417 0.821
0.040 0.660 1.396
0.354 -0.636 -0.239
-0.448 0.261 -0.397
-0.271 -0.367 0.640
-0.415 -0.607 0.127
0.170 0.072 -0.340
-0.425 -1.042 -0.238
-0.210 -0.919 1.058
0.101 1.990 -1.233
-0.758 0.508 0.821
0.283 0.154 -0.650
0.156 0.514 0.331
0.068 -0.347 -0.917
0.056 -0.008 -0.003
0.670 -0.950 0.620
0.464 0.406 -0.474
-0.455 1.862 0.278
0.055 -0.637 -0.868
-0.231 -0.748 -0.865
0.488 -0.127 0.986
-0.434 -0.290 0.246
0.095 -0.245 0.451
-0.043 -0.455 0.286
0.086 0.143 0.174
-0.656 -0.798 0.461
-0.474 0.461 -0.916
0.647 0.729 0.226
0.686 -0.183 0.764
0.093 0.296 -0.058
-0.192 0.892 -0.767
0.183 -0.794 0.051
0.124 0.091 0.203
-0.289 -0.369 0.015
0.027 0.997 -0.653
0.774 1.009 1.564
0.259 -0.053 -0.324
-0.392 -0.589 0.050
-0.082 -0.524 -0.402
0.427 -0.281 0.622
-0.232 -0.212 0.418
-1.025 -0.473 -0.955
0.213 0.176 -0.278
1.506 0.075 -1.412
-1.330 1.006 -0.761
0.586 -0.023 -0.648
0.039 -0.678 0.869
-0.445 0.161 0.773
-0.328 0.360 0.108
0.856 -0.056 -0.149
-0.066 0.137 0.226
-0.758 -0.888 0.836
-0.934 -0.542 0.203
-0.284 0.530 1.115
0.457 -0.089 -0.111
0.248 -0.332 -0.707
0.447 0.501 -0.228
0.842 -0.378 0.360
-1.009 0.662 -1.119
0.018 -0.104 0.547
0.247 -0.303 0.072